Entry 1:
{"formula": "C6H12N2O", "method": "ωB97M-V with the def2-TZVPD basis set", "elements": ["H", "C", "C", "O", "H", "H", "N", "H", "H", "C", "H", "C", "H", "C", "H", "N", "C", "H", "H", "H", "H"], "xyz": [[-0.117, -0.699, -2.028], [-0.726, 1.942, -1.972], [1.569, -0.497, 0.447], [0.257, -1.705, -1.321], [-1.619, -2.104, 0.695], [-0.655, 1.994, -3.058], [-1.097, 0.908, 0.699], [-0.478, -1.579, 1.947], [-0.016, 2.666, -1.555], [1.875, -0.082, 1.661], [-1.140, 1.914, 0.629], [-0.418, 0.263, -0.294], [2.317, -0.617, -0.326], [0.119, -1.135, -0.111], [1.125, 0.151, 2.407], [-0.459, 0.589, -1.562], [-0.566, -1.992, 0.944], [2.883, 0.198, 1.933], [-1.731, 2.245, -1.662], [-1.029, 0.510, 1.619], [-0.094, -2.972, 0.908]], "e_tot_ha": -420.49284, "orbital_gap_ev": 9.67, "lumo_energy_ev": 0.723, "total_charge": 0, "homo_ev": -8.94}

Entry 2:
{"formula": "C5H15N2O", "method": "ωB97M-V with the def2-TZVPD basis set", "elements": ["C", "O", "C", "H", "H", "H", "H", "C", "H", "H", "H", "C", "N", "N", "H", "H", "H", "H", "H", "C", "H", "H", "H"], "xyz": [[-0.198, 0.553, -0.898], [1.470, 1.067, 0.716], [0.445, 1.705, -0.107], [0.692, -0.053, -1.072], [-0.541, -0.679, 1.954], [-1.262, 1.900, -2.272], [-2.159, 0.316, -0.230], [-0.316, -1.579, 1.403], [-1.009, 0.190, -2.878], [0.940, 2.403, -0.774], [1.289, -1.535, 0.077], [-0.606, 1.024, -2.296], [1.163, -1.369, 1.051], [-1.256, -0.003, -0.114], [1.735, 1.619, 1.460], [-0.791, -1.949, -0.708], [1.703, -2.098, 1.522], [-0.245, 2.206, 0.552], [0.248, 1.276, -2.925], [-1.203, -1.422, 0.167], [-0.456, -2.401, 2.106], [-2.136, -1.875, 0.426], [1.392, -0.356, 1.166]], "e_tot_ha": -383.98573, "orbital_gap_ev": 9.92, "lumo_energy_ev": -2.897, "total_charge": 1, "homo_ev": -12.82}

Entry 3:
{"formula": "C30H33ClGeN3O3S2Sc", "method": "ωB97M-V with the def2-TZVPD basis set", "elements": ["C", "Ge", "C", "Cl", "H", "H", "N", "H", "H", "H", "N", "C", "H", "C", "C", "C", "H", "H", "C", "H", "H", "H", "C", "H", "H", "H", "C", "C", "C", "C", "C", "H", "H", "O", "H", "C", "C", "C", "C", "C", "H", "H", "N", "H", "H", "S", "S", "C", "H", "C", "H", "H", "H", "H", "C", "C", "C", "Sc", "H", "H", "H", "C", "H", "H", "H", "C", "C", "O", "O", "C", "C", "H", "C", "C"], "xyz": [[1.798, 1.040, -0.483], [0.700, -3.836, -1.454], [4.815, 1.261, -0.712], [6.468, 1.433, -0.150], [-1.827, -3.668, -1.917], [0.240, -5.813, 0.067], [-1.375, 2.030, 1.660], [1.542, -2.570, 1.386], [-0.105, -4.309, 0.933], [-0.791, 7.125, 2.937], [-1.531, 1.208, 2.677], [1.013, -1.906, -1.259], [2.242, 2.636, 1.013], [-1.520, 3.835, 3.322], [2.042, 1.575, 0.906], [-1.940, -1.020, 3.357], [-0.908, -3.516, -3.414], [-2.421, -3.732, 1.402], [-0.962, -4.047, -2.462], [2.284, -4.077, -3.439], [0.797, 0.609, -0.452], [-6.727, -0.480, -3.355], [-2.177, -2.324, 3.047], [2.963, 3.436, -2.684], [-1.136, -5.103, -2.675], [-5.065, -0.312, -3.996], [4.356, 2.326, -1.548], [1.738, -0.634, 2.035], [2.754, -0.123, -0.837], [-0.771, 4.293, 1.080], [0.600, 2.655, -2.117], [0.091, -1.435, -0.910], [-0.265, 6.322, 0.648], [0.585, 3.442, -3.031], [1.174, -1.551, -2.283], [-0.910, 6.081, 2.683], [-1.744, -0.082, 2.316], [3.052, 2.633, -1.961], [-5.669, -0.523, -3.116], [-2.224, -2.710, 1.692], [-5.404, -1.497, -2.710], [-2.334, -3.056, 3.829], [-1.791, -0.452, 1.013], [2.027, -5.646, -2.671], [-2.075, -2.010, -0.316], [-4.194, 1.959, -0.480], [-2.937, -0.218, -2.125], [0.587, -4.793, 0.244], [1.565, -4.850, 0.723], [-4.273, 0.713, -1.629], [-1.874, 3.134, 4.063], [3.124, -4.475, -1.936], [2.139, 1.285, 2.955], [-1.897, -0.657, 4.373], [-1.361, 5.174, 3.635], [4.146, 0.147, -0.359], [-2.030, -1.759, 0.734], [-1.747, 1.302, -0.367], [4.638, -0.581, 0.275], [3.018, -2.195, -0.528], [1.443, -1.000, 3.014], [1.811, -1.565, 1.075], [2.796, -0.169, -1.932], [-1.596, 5.516, 4.635], [-0.532, 3.950, 0.083], [2.202, -1.473, -0.375], [2.000, 0.807, 1.992], [-5.474, 0.502, -2.128], [-0.507, 2.214, -1.520], [2.183, -4.584, -2.478], [1.862, 2.104, -1.530], [5.136, 2.987, -1.903], [-1.221, 3.383, 2.035], [-0.618, 5.632, 1.403]], "e_tot_ha": -5647.25050, "orbital_gap_ev": [6.57, 5.77], "lumo_energy_ev": [-1.184, -1.246], "total_charge": 0, "homo_ev": [-7.75, -7.02]}

Entry 4:
{"formula": "C22H43NO12", "method": "ωB97M-V with the def2-TZVPD basis set", "elements": ["H", "C", "O", "H", "H", "H", "H", "H", "H", "C", "H", "H", "C", "H", "C", "H", "O", "H", "C", "H", "C", "O", "H", "N", "C", "H", "H", "C", "H", "H", "H", "H", "C", "C", "H", "H", "H", "H", "H", "H", "H", "H", "O", "H", "O", "H", "H", "C", "C", "C", "O", "C", "H", "H", "O", "H", "O", "O", "H", "H", "C", "H", "H", "H", "H", "H", "C", "O", "O", "C", "O", "C", "C", "H", "C", "C", "C", "H"], "xyz": [[6.566, -0.952, 3.115], [3.294, 2.236, -5.549], [4.512, 1.609, 3.399], [3.763, 0.286, -7.266], [5.807, 1.276, -4.723], [7.156, 5.203, -3.044], [7.651, 5.399, -4.739], [-6.432, -3.443, 5.632], [4.639, 3.283, 2.255], [4.434, 2.225, 2.109], [-9.439, -4.595, 0.075], [-7.479, -5.909, 1.052], [1.687, 0.294, 0.171], [2.856, 1.253, -5.331], [3.072, 0.820, 0.499], [4.872, 1.276, -8.241], [4.342, -0.478, 4.142], [6.890, 0.713, 2.621], [-2.363, -0.589, 2.635], [-6.612, -2.033, 0.522], [6.743, 2.609, -3.309], [6.824, 3.600, -4.315], [3.162, 1.741, -8.110], [-3.112, 1.522, 2.194], [6.139, -0.073, 2.645], [-11.229, -3.143, 0.509], [1.761, -0.582, 2.166], [5.712, 1.564, -3.674], [4.429, 3.714, -4.464], [-5.080, -3.857, 4.553], [-0.074, 0.517, 2.938], [-11.840, -4.436, 1.582], [3.770, 2.867, -4.261], [-2.656, 2.672, 2.252], [1.778, -0.410, -0.657], [-11.610, -2.789, 2.208], [3.614, 1.112, -0.402], [-9.784, -5.790, 1.357], [2.522, 2.875, -6.000], [5.862, -0.339, 1.626], [-5.835, -1.485, 2.651], [6.470, 3.068, -2.350], [-1.315, -0.758, 1.836], [5.200, 1.851, 1.429], [4.368, 2.098, -6.460], [0.780, -1.458, 1.034], [5.903, 0.680, -3.063], [-7.817, -4.942, 1.430], [-11.208, -3.540, 1.532], [-5.862, -3.117, 4.764], [-7.026, -3.981, 0.750], [-6.101, -2.540, 2.512], [-7.633, -4.915, 2.506], [1.030, 1.088, -0.185], [-3.138, -1.454, 2.896], [8.625, 4.387, -3.651], [-9.891, -3.823, 1.938], [-2.481, 0.682, 3.184], [2.892, 3.242, -3.729], [-5.183, -3.113, 2.343], [-7.008, -2.675, 1.311], [3.650, 0.020, 0.969], [7.725, 2.126, -3.203], [-8.019, -2.335, 1.549], [-5.388, -2.155, 4.987], [-0.495, 1.072, 1.318], [3.063, 2.007, 1.468], [-6.757, -3.005, 3.682], [-2.258, 3.739, 2.203], [4.014, 1.309, -7.573], [4.379, 1.946, -3.366], [1.038, -0.453, 1.361], [4.917, 0.312, 3.437], [2.825, 2.928, 0.933], [7.606, 4.699, -3.907], [-9.297, -4.829, 1.138], [-0.228, 0.198, 1.911], [2.307, 1.879, 2.242]], "e_tot_ha": -1821.49580, "orbital_gap_ev": 8.79, "lumo_energy_ev": -0.165, "total_charge": 0, "homo_ev": -8.95}

Entry 5:
{"formula": "C8H5BrN2OS", "method": "ωB97M-V with the def2-TZVPD basis set", "elements": ["H", "C", "H", "S", "H", "H", "N", "C", "C", "C", "C", "C", "H", "O", "C", "C", "N", "Br"], "xyz": [[-3.640, -0.892, 0.227], [-2.765, 1.034, -0.084], [-1.454, -2.059, 0.363], [4.783, -0.375, -0.361], [-3.717, 1.543, -0.138], [0.546, 1.670, -0.252], [2.617, -2.286, 0.207], [3.047, -1.099, -0.044], [-0.372, 1.109, -0.154], [-1.507, -0.995, 0.198], [-1.589, 1.756, -0.219], [-2.721, -0.337, 0.124], [-1.616, 2.823, -0.377], [2.078, -0.183, -0.138], [-0.325, -0.271, 0.053], [0.964, -0.923, 0.087], [1.277, -2.172, 0.290], [4.393, 1.657, 0.216]], "e_tot_ha": -3464.77663, "orbital_gap_ev": 8.33, "lumo_energy_ev": -0.610, "total_charge": 0, "homo_ev": -8.94}